This record from the OMol25 dataset describes a cluster of 8 separate species, H16O8 in total at a distorted geometry. The level of theory is ωB97M-V/def2-TZVPD.

Values from the calculation:
- relative energy (zero: lowest compared OMol25 entry of this formula, charge and spin) (kJ/mol) = 417.9
- HOMO-LUMO gap (eV) = 9.994
- LUMO level (eV) = 0.295
- SMILES = O.O.O.O.O.O.O.O

Each line ends with the natural charge from an NBO analysis.
Positions of all 24 atoms, in Å:
O -0.912 1.461 -0.700  -0.9451
H -0.250 2.064 -1.056  0.4540
H -1.536 1.344 -1.424  0.4828
O 3.655 2.653 1.046  -0.9472
H 4.084 2.221 0.299  0.4747
H 2.978 3.206 0.641  0.4682
O -1.792 -0.467 -0.996  -0.9255
H -1.861 -0.561 -1.952  0.4486
H -0.843 -0.427 -0.832  0.4843
O 1.811 -1.319 -0.969  -0.9644
H 1.990 -1.752 -0.127  0.4867
H 2.163 -1.930 -1.626  0.4733
O 1.116 -1.424 1.328  -0.9615
H 0.927 -2.025 2.058  0.4871
H 0.402 -0.777 1.368  0.5008
O 3.702 0.100 -0.520  -0.9473
H 4.349 0.251 0.179  0.4521
H 2.888 -0.104 -0.046  0.4888
O -1.643 -2.147 0.750  -0.9295
H -1.833 -3.047 1.036  0.4610
H -0.680 -2.110 0.714  0.4579
O -6.093 1.363 0.560  -0.9312
H -6.754 2.059 0.647  0.4642
H -5.868 1.369 -0.377  0.4672

=====

This record from the OMol25 dataset describes a structure of composition C34H43F9N7O3S5Ti at a distorted geometry. The level of theory is ωB97M-V/def2-TZVPD.

Values from the calculation:
- relative energy (zero: lowest compared OMol25 entry of this formula, charge and spin) (kJ/mol) = 118.4
- multiplicity = 2
- total charge = +2
- HOMO-LUMO gap (spin up / spin down) (eV) = 6.622 / 6.624
- LUMO level (spin up / spin down) (eV) = -5.641 / -5.638

Each line ends with the Löwdin spin population.
Positions of all 102 atoms, in Å:
Ti -1.604 0.461 0.318  0.9318
N -1.356 2.064 1.861  -0.0001
C -1.110 1.425 3.128  0.0007
C -0.731 2.100 4.252  0.0013
C -0.515 1.417 5.471  -0.0006
C -0.713 0.072 5.541  0.0011
C -1.143 -0.647 4.401  -0.0002
C -1.439 -2.025 4.435  0.0038
C -1.911 -2.630 3.313  0.0002
C -2.046 -1.884 2.136  0.0084
N -1.737 -0.612 2.035  0.0085
C -1.323 0.031 3.179  0.0023
H -0.589 2.736 1.649  0.0012
H -2.174 2.662 1.945  0.0000
H -0.646 3.183 4.211  0.0001
H -0.211 1.970 6.352  -0.0001
H -0.582 -0.462 6.479  0.0000
H -1.316 -2.579 5.360  0.0002
H -2.175 -3.680 3.308  -0.0001
H -2.405 -2.359 1.241  0.0013
C -0.011 -2.440 -5.172  0.0000
C 1.126 -1.865 -4.326  0.0000
S 1.099 -0.113 -3.768  0.0000
C -0.373 0.685 -4.466  -0.0002
C -1.492 0.937 -3.439  -0.0005
S -1.785 -0.490 -2.367  0.0047
C -3.187 -1.248 -3.218  0.0027
C -2.760 -1.952 -4.509  0.0006
S -1.423 -3.158 -4.274  0.0000
H 0.404 -3.288 -5.716  0.0000
H -0.387 -1.747 -5.920  0.0000
H 2.050 -1.947 -4.896  0.0000
H 1.226 -2.445 -3.409  0.0000
H -0.723 0.081 -5.300  0.0000
H -0.028 1.638 -4.865  0.0000
H -2.432 1.186 -3.934  0.0000
H -1.217 1.756 -2.788  0.0000
H -3.932 -0.481 -3.419  0.0000
H -3.599 -1.975 -2.518  0.0001
H -2.451 -1.239 -5.271  0.0000
H -3.614 -2.510 -4.894  0.0002
F -6.030 1.926 1.692  0.0000
C -4.742 1.893 1.415  -0.0001
F -4.226 3.117 1.641  0.0000
F -4.137 1.060 2.293  0.0012
C -4.407 1.411 -0.043  0.0001
O -3.053 1.425 -0.252  -0.0056
C -4.946 -0.076 -0.194  0.0008
F -5.847 -0.428 0.713  0.0004
F -3.868 -0.916 -0.023  0.0084
F -5.444 -0.328 -1.394  0.0002
C -5.085 2.358 -1.074  -0.0004
F -4.721 3.622 -0.853  0.0000
F -4.688 2.030 -2.311  0.0000
F -6.413 2.265 -1.003  -0.0002
S 0.782 4.525 1.085  0.0009
C 2.230 4.267 1.881  0.0001
N 2.493 3.383 2.870  0.0000
C 3.840 3.548 3.451  0.0000
C 4.487 4.581 2.510  0.0000
N 3.412 4.850 1.534  0.0001
H 1.739 3.015 3.419  0.0000
H 4.375 2.603 3.453  0.0000
H 3.783 3.910 4.474  0.0000
H 5.362 4.179 2.009  0.0000
H 4.778 5.483 3.039  0.0000
H 3.373 5.741 1.063  0.0000
N 1.505 -1.195 1.861  0.0010
C 1.106 -2.153 0.994  0.0012
S -0.017 -1.836 -0.240  -0.0018
N 1.735 -3.329 1.140  0.0011
C 1.526 -4.575 0.442  -0.0001
C 0.260 -5.084 0.182  0.0000
C 0.140 -6.325 -0.428  0.0000
C 1.269 -7.057 -0.771  0.0001
C 2.529 -6.543 -0.502  0.0000
C 2.659 -5.302 0.106  0.0001
H 1.093 -0.288 1.765  0.0000
H 1.953 -1.438 2.732  0.0001
H 2.523 -3.344 1.767  0.0000
H -0.618 -4.520 0.455  0.0000
H -0.847 -6.730 -0.625  0.0000
H 1.166 -8.029 -1.240  0.0000
H 3.417 -7.109 -0.762  0.0000
H 3.644 -4.893 0.315  0.0000
O 0.603 2.518 -1.705  0.0082
C 0.948 1.825 -0.760  0.0064
O 0.178 1.127 0.000  0.0102
C 2.433 1.806 -0.400  0.0000
N 3.041 2.923 -1.205  -0.0001
C 4.312 2.433 -1.833  0.0000
C 4.050 0.949 -2.044  0.0001
C 3.188 0.528 -0.833  0.0004
H 2.535 2.012 0.662  0.0001
H 3.162 3.767 -0.644  0.0000
H 2.290 3.116 -1.891  0.0000
H 5.131 2.608 -1.138  0.0000
H 4.505 2.977 -2.754  0.0000
H 4.978 0.383 -2.102  0.0000
H 3.494 0.798 -2.970  0.0000
H 3.813 0.170 -0.016  0.0000
H 2.484 -0.261 -1.102  0.0001

=====

This record from the OMol25 dataset describes a cluster of 2 separate species, C11H22BBr2NO8S in total at a distorted geometry. The level of theory is ωB97M-V/def2-TZVPD.

Values from the calculation:
- relative energy (zero: lowest compared OMol25 entry of this formula, charge and spin) (kJ/mol) = 726.8
- HOMO-LUMO gap (eV) = 9.530
- LUMO level (eV) = -0.132
- SMILES = C[C@H](O)C[C@]1(CCOC=O)OS(=O)(=O)O[C@]1(C)B(N)O.BrCCBr

Each line ends with the natural charge from an NBO analysis.
Positions of all 46 atoms, in Å:
C -1.553 -2.544 2.166  -0.6676
C 0.042 -2.669 1.809  0.1047
O 0.785 -2.560 3.073  -0.7596
C 0.567 -1.694 0.601  -0.4697
C 0.259 -0.097 0.807  0.2820
C -1.236 0.350 0.248  -0.4964
C -1.511 -0.034 -1.321  -0.1155
O -2.568 -1.099 -1.332  -0.5633
C -2.238 -1.876 -2.559  0.6067
O -2.061 -3.217 -2.561  -0.5578
O 1.151 0.511 -0.235  -0.6722
S 1.383 2.166 0.186  2.2470
O 0.598 3.032 -0.875  -0.8499
O 2.808 2.777 0.054  -0.8110
O 0.664 2.126 1.769  -0.6212
C 0.746 0.679 2.164  -0.1447
C -0.283 0.695 3.482  -0.6519
B 2.299 0.585 2.682  1.1979
N 3.238 -0.595 2.589  -1.1892
O 2.839 1.808 3.376  -0.9451
H -1.837 -1.473 2.605  0.2116
H -1.783 -3.320 3.016  0.2262
H -2.225 -2.797 1.224  0.2431
H 0.207 -3.788 1.425  0.1834
H 1.136 -3.500 3.266  0.4852
H 1.734 -1.917 0.481  0.2391
H 0.084 -2.126 -0.402  0.2581
H -2.127 -0.140 0.875  0.2542
H -1.429 1.524 0.338  0.2638
H -0.598 -0.489 -1.894  0.2079
H -1.978 0.856 -1.962  0.2314
H -2.111 -1.304 -3.587  0.1689
H -0.404 -0.356 3.982  0.2560
H 0.196 1.502 4.220  0.2581
H -1.314 1.177 3.131  0.2380
H 3.069 -1.325 3.313  0.4188
H 3.333 -0.983 1.627  0.3926
H 3.496 2.216 2.739  0.5153
Br 1.002 0.818 -4.079  -0.0084
C -0.071 1.677 -5.463  -0.4495
C -0.722 2.939 -4.946  -0.4459
Br -2.258 2.529 -3.816  -0.0110
H -0.788 0.933 -5.820  0.2297
H 0.635 1.909 -6.267  0.2332
H -1.127 3.529 -5.774  0.2311
H -0.048 3.564 -4.355  0.2460

=====

no.,E_tot (eV)
1,-16637.679
2,-154272.397
3,-181223.705